# 1
{
  "formula": "C13H15NO",
  "method": "ωB97M-V with the def2-TZVPD basis set",
  "e_lumo_ev": [0.7, 0.7],
  "total_charge": 0,
  "symbols": ["C", "C", "C", "C", "C", "C", "C", "C", "C", "C", "C", "C", "C", "N", "O", "H", "H", "H", "H", "H", "H", "H", "H", "H", "H", "H", "H", "H", "H", "H"],
  "coordinates": [[0.2899, -1.5280, -0.4906], [1.5077, 0.3767, -1.3591], [1.2278, -2.3962, -1.0583], [2.2594, -0.5206, -2.0699], [0.3856, -0.1288, -0.6152], [2.1743, -1.9232, -1.9336], [-0.8648, 2.1791, 0.0559], [-2.0173, 1.9098, 0.6919], [0.9070, 0.9905, 1.9301], [-1.7146, 0.4523, 0.9037], [-0.4487, 0.7776, 0.1154], [3.2946, -2.8289, -2.6106], [-3.8392, 2.4296, 2.1297], [0.4832, 1.7503, 2.7887], [-2.9196, 2.8649, 1.1577], [-0.5823, -1.8469, 0.0751], [1.8678, 1.4072, -1.4555], [1.1982, -3.3581, -0.7493], [3.0048, -0.2728, -2.7638], [-0.4002, 3.0651, -0.3185], [1.6466, 0.1341, 1.9700], [-1.4621, 0.2137, 2.0166], [-2.3070, -0.3454, 0.5167], [4.3301, -2.7893, -2.2141], [2.9723, -3.7352, -2.2612], [3.2439, -2.6448, -3.6456], [-4.4309, 3.4742, 2.3564], [-3.2469, 2.2416, 3.0068], [-4.5081, 1.6722, 1.9010], [1.0898, 1.8380, 3.5372]],
  "atomic_forces_ev_per_a": [[-0.43, 1.44, 0.00], [-0.38, -0.47, -0.36], [-0.45, 2.55, -0.48], [-0.29, -1.64, 0.23], [1.87, 0.01, -1.02], [1.80, 0.59, 0.09], [-0.32, -0.75, -0.96], [-0.42, 2.18, 0.53], [-1.47, -2.42, -2.69], [0.57, -0.47, 2.48], [1.58, 0.81, 3.49], [-0.92, 2.52, 2.26], [0.13, 5.17, 1.56], [-1.07, 0.79, -1.64], [0.84, -2.00, -1.58], [0.38, -0.52, 0.06], [-0.93, -0.10, 0.34], [-0.14, -3.18, 0.53], [1.07, 1.19, -0.63], [0.14, 0.35, -0.08], [-0.08, 1.06, -0.13], [-0.59, 0.35, -1.84], [-0.86, -0.31, -0.42], [-0.61, 0.86, -0.19], [-0.68, -2.98, -0.22], [0.16, -0.34, -1.32], [1.05, -2.83, -0.39], [-0.13, -0.52, 0.75], [-1.11, -1.54, -0.87], [1.29, 0.18, 2.52]]
}

***

# 2
{
  "formula": "C4H8NO2",
  "method": "ωB97M-V with the def2-TZVPD basis set",
  "e_lumo_ev": 3.9,
  "total_charge": -1,
  "smiles": "N[C@H](C=O)CC[O-]",
  "symbols": ["N", "C", "C", "O", "C", "C", "O", "H", "H", "H", "H", "H", "H", "H", "H"],
  "coordinates": [[1.0483, 0.9561, -1.1628], [0.9790, 0.0244, 0.0132], [0.6873, -1.3555, -0.4952], [1.3026, -1.8642, -1.4070], [-0.0413, 0.4375, 1.0760], [-1.4601, 0.7469, 0.5516], [-2.4080, 0.7009, 1.4692], [0.3619, 1.6764, -0.9608], [0.6540, 0.4787, -1.9423], [1.9664, 0.0500, 0.4808], [-0.1236, -1.9680, -0.0867], [0.3331, 1.1904, 1.7760], [-0.1767, -0.4396, 1.7216], [-1.3728, 1.7339, 0.0002], [-1.6220, 0.0188, -0.2976]],
  "atomic_forces_ev_per_a": [[-0.03, 0.20, 1.02], [-0.28, 1.11, 0.10], [0.37, -0.65, -0.66], [0.22, 0.10, -0.20], [0.01, -0.77, 0.29], [0.08, 0.22, -0.19], [-0.23, 0.11, 0.35], [0.08, 0.15, -0.01], [-0.10, -0.43, -0.82], [0.19, -0.46, -0.06], [-0.32, 0.30, 0.68], [-0.01, 0.32, -0.34], [-0.03, -0.09, 0.06], [-0.09, 0.07, 0.02], [0.12, -0.16, -0.25]]
}

***

# 3
{
  "formula": "C5H10N2O7",
  "method": "ωB97M-V with the def2-TZVPD basis set",
  "e_lumo_ev": [-2.1, -2.3],
  "total_charge": 0,
  "symbols": ["C", "C", "C", "C", "C", "O", "O", "N", "O", "O", "N", "O", "O", "O", "H", "H", "H", "H", "H", "H", "H", "H", "H", "H"],
  "coordinates": [[-1.4765, -1.7673, 0.6062], [-1.4387, -0.5558, -0.2982], [-2.7018, 0.3004, -0.0472], [-0.3871, 0.4331, 0.1144], [1.2151, 0.0203, 0.0873], [1.7802, 1.1696, 0.3318], [5.1802, -2.1288, 0.8545], [5.1377, -1.1374, 0.0872], [6.0035, -0.6165, -0.5306], [-0.5197, 1.4147, -0.8711], [0.1788, 2.7877, -0.2343], [0.9058, 3.3101, -1.0201], [-0.1051, 3.0716, 0.8954], [-1.2921, -1.0314, -1.6424], [-1.4337, -1.4853, 1.6855], [-2.4303, -2.2921, 0.4144], [-0.6297, -2.4461, 0.4074], [-2.7119, 0.6446, 1.0158], [-2.6425, 1.2051, -0.6890], [-3.6015, -0.2935, -0.2630], [-0.5729, 0.8307, 1.1412], [1.2899, -0.6380, 0.9841], [1.4132, -0.5888, -0.8525], [-1.1609, -0.2068, -2.1768]],
  "atomic_forces_ev_per_a": [[0.03, -0.49, 0.51], [-0.66, -0.64, 0.83], [-0.50, 0.15, -0.30], [1.59, 0.56, -0.21], [-1.39, -2.05, 0.54], [1.18, 0.19, -0.26], [-0.53, 2.88, -2.13], [1.39, -2.79, 1.85], [-0.88, -0.07, 0.27], [1.51, 2.89, 1.42], [0.50, 0.29, -0.59], [-1.47, -0.71, 0.66], [-0.24, -0.88, -1.66], [0.08, 1.73, 0.17], [-0.13, -0.10, -0.80], [0.54, 0.04, 0.18], [-0.38, 0.22, -0.01], [-0.15, -0.37, -0.80], [-0.50, -0.72, 0.44], [0.21, 0.29, 0.08], [0.09, -0.32, -0.81], [-0.10, -0.10, -0.33], [-0.02, 1.12, 0.63], [-0.19, -1.12, 0.32]]
}

***

# 4
{
  "formula": "C30H70N10O10",
  "method": "ωB97M-V with the def2-TZVPD basis set",
  "e_lumo_ev": 0.0,
  "total_charge": 0,
  "smiles": "CN(C)C=O.CN(C)C=O.CN(C)C=O.CN(C)C=O.CN(C)C=O.CN(C)C=O.CN(C)C=O.CN(C)C=O.CN(C)C=O.CN(C)C=O",
  "symbols": ["C", "N", "C", "C", "O", "H", "H", "H", "H", "H", "H", "H", "C", "N", "C", "C", "O", "H", "H", "H", "H", "H", "H", "H", "C", "N", "C", "C", "O", "H", "H", "H", "H", "H", "H", "H", "C", "N", "C", "C", "O", "H", "H", "H", "H", "H", "H", "H", "C", "N", "C", "C", "O", "H", "H", "H", "H", "H", "H", "H", "C", "N", "C", "C", "O", "H", "H", "H", "H", "H", "H", "H", "C", "N", "C", "C", "O", "H", "H", "H", "H", "H", "H", "H", "C", "N", "C", "C", "O", "H", "H", "H", "H", "H", "H", "H", "C", "N", "C", "C", "O", "H", "H", "H", "H", "H", "H", "H", "C", "N", "C", "C", "O", "H", "H", "H", "H", "H", "H", "H"],
  "coordinates": [[1.1440, -2.6750, 15.4192], [2.0573, -2.7518, 16.5401], [1.5081, -2.7164, 17.8382], [3.3686, -3.0575, 16.3419], [4.2007, -3.1680, 17.2845], [0.3989, -1.8930, 15.5657], [0.7208, -3.6581, 15.2132], [1.6232, -2.4523, 14.4658], [1.0749, -3.7098, 17.9550], [2.2807, -2.5824, 18.5952], [0.6746, -2.0156, 17.8874], [3.6346, -3.2048, 15.2837], [-2.7098, -8.7621, 17.1889], [-3.1220, -8.5950, 15.7795], [-3.7983, -7.3526, 15.5063], [-2.6259, -9.3367, 14.7525], [-1.8537, -10.2024, 14.8692], [-1.9385, -8.0297, 17.4271], [-2.1954, -9.7159, 17.3063], [-3.5791, -8.8139, 17.8446], [-3.1492, -6.4831, 15.6095], [-4.1547, -7.2932, 14.4780], [-4.6902, -7.3219, 16.1321], [-2.9738, -8.9870, 13.7682], [-11.1229, -5.7740, 16.5264], [-10.1120, -4.8124, 17.0962], [-8.7452, -4.8879, 16.5877], [-10.3814, -3.9606, 18.0816], [-11.4564, -3.9046, 18.7774], [-12.0743, -5.2427, 16.4994], [-11.1517, -6.6795, 17.1325], [-10.7705, -5.9694, 15.5136], [-8.3133, -5.8821, 16.4730], [-8.7638, -4.5333, 15.5572], [-8.0813, -4.4588, 17.3383], [-9.4786, -3.3615, 18.2769], [-6.5585, -1.6862, 11.7021], [-6.0148, -0.9686, 12.8731], [-7.0072, -0.1832, 13.7177], [-4.6645, -1.0524, 13.0096], [-4.0343, -0.2599, 13.6326], [-6.4244, -2.7463, 11.9171], [-6.1856, -1.5835, 10.6830], [-7.6294, -1.5024, 11.6154], [-6.3879, 0.0979, 14.5695], [-7.3237, 0.7125, 13.1832], [-7.8903, -0.6931, 14.1024], [-4.1841, -1.8526, 12.4256], [-4.9736, -3.9647, 16.6579], [-3.4901, -3.8525, 16.7335], [-2.9880, -3.3241, 15.4255], [-2.7017, -3.7236, 17.8233], [-1.4971, -3.3448, 17.6749], [-5.2824, -4.4588, 17.5791], [-5.1496, -4.5624, 15.7636], [-5.5034, -3.0135, 16.7106], [-1.9578, -3.5897, 15.1886], [-3.5341, -3.9031, 14.6808], [-3.1425, -2.2460, 15.3812], [-3.1703, -3.9864, 18.7843], [1.5291, -1.5074, 21.0628], [0.1616, -1.1921, 21.5656], [-0.7843, -2.0115, 20.7899], [-0.1769, -0.3028, 22.4418], [0.5644, 0.2028, 23.2338], [2.2752, -0.8918, 21.5652], [1.6697, -1.3589, 19.9922], [1.7806, -2.5679, 21.0820], [-0.8040, -3.1013, 20.7803], [-1.7938, -1.6796, 21.0323], [-0.6090, -1.6871, 19.7641], [-1.2740, -0.2135, 22.4682], [-7.4660, -8.8969, 19.7541], [-7.0803, -8.0624, 18.6222], [-6.5879, -6.8019, 19.0631], [-7.4249, -8.3434, 17.3037], [-7.2377, -7.7466, 16.2646], [-7.9070, -9.8257, 19.3922], [-8.2350, -8.3797, 20.3279], [-6.6306, -9.1277, 20.4151], [-7.2850, -6.3166, 19.7462], [-5.8396, -7.0770, 19.8064], [-6.0088, -6.1673, 18.3924], [-7.9205, -9.3264, 17.2840], [0.1862, -5.3401, 22.6393], [0.5175, -6.0572, 21.3274], [-0.7144, -6.2974, 20.5705], [1.8115, -6.2600, 20.8075], [1.9624, -6.8309, 19.8158], [0.0175, -4.2898, 22.4016], [0.9617, -5.6135, 23.3549], [-0.8491, -5.5208, 22.9284], [-1.5263, -6.6646, 21.1983], [-1.1103, -5.3611, 20.1773], [-0.6479, -6.9701, 19.7154], [2.6292, -5.9046, 21.4535], [-2.8694, -5.6253, 9.2323], [-3.1435, -5.9716, 10.5768], [-3.0211, -4.9092, 11.5224], [-3.4179, -7.2620, 10.9244], [-3.7945, -7.6996, 11.9926], [-1.8578, -5.2467, 9.0854], [-3.5596, -4.8949, 8.8100], [-3.0399, -6.4619, 8.5547], [-2.7422, -5.2505, 12.5193], [-2.1740, -4.3594, 11.1123], [-3.9040, -4.2705, 11.5502], [-3.4275, -7.9209, 10.0423], [-9.8947, -7.0109, 12.9020], [-8.9339, -5.9477, 12.6622], [-9.2618, -4.8872, 11.6523], [-7.8574, -5.9039, 13.5088], [-7.1524, -4.8698, 13.5651], [-10.1234, -7.6197, 12.0272], [-10.8796, -6.6224, 13.1611], [-9.5120, -7.7001, 13.6547], [-9.1377, -5.3605, 10.6783], [-10.2709, -4.4834, 11.7353], [-8.6113, -4.0130, 11.6760], [-7.7424, -6.8209, 14.1072]],
  "atomic_forces_ev_per_a": [[0.17, -0.39, -0.58], [1.69, 0.67, -2.01], [-0.63, -0.99, 0.70], [1.20, 0.04, 2.72], [-1.92, 0.16, -2.48], [-0.15, -0.31, 0.21], [-0.71, 0.00, 0.36], [0.59, 0.31, 0.24], [-0.33, -0.07, 0.75], [-0.07, 0.16, -0.35], [0.26, 0.16, 0.13], [0.05, 0.10, 0.12], [0.55, -0.97, -1.33], [-0.21, 0.41, 0.90], [-0.60, -0.12, -0.47], [-1.92, 3.12, -0.35], [2.78, -3.63, 0.48], [-0.40, 0.42, 0.41], [-0.10, -0.13, -0.28], [0.04, 0.57, 0.05], [0.07, 0.16, 0.55], [0.03, -0.38, -0.12], [0.04, 0.53, 0.16], [-0.31, 0.07, 0.04], [1.18, 1.59, 0.58], [-0.45, -1.54, -0.61], [-0.37, -0.51, -0.30], [-2.99, -0.26, 2.62], [3.31, -0.01, -2.54], [-0.05, -0.35, 0.12], [-0.18, 0.01, -0.13], [-0.21, -0.25, 0.04], [-0.70, -0.44, 0.32], [0.68, 0.83, 0.24], [0.09, 0.77, -0.63], [-0.37, 0.39, 0.37], [-0.74, -1.29, 0.82], [-2.13, -0.56, -1.39], [2.52, 0.10, -0.43], [-1.54, 0.54, -0.49], [1.67, 0.93, 1.66], [-0.35, -0.32, -0.09], [0.73, 1.00, 0.26], [0.02, 0.03, 0.25], [-0.28, 0.37, 0.10], [0.05, 0.01, 0.02], [0.29, -0.71, -0.50], [-0.25, -0.18, -0.15], [1.37, -0.58, 1.52], [-0.35, 1.03, -1.25], [0.08, -1.11, 0.53], [2.59, 1.04, -1.72], [-3.06, -1.06, 1.26], [-0.18, -0.42, -0.19], [-0.69, 0.17, 0.26], [0.25, 0.24, -0.66], [0.15, 0.26, 0.73], [-0.42, 0.56, -0.21], [-0.02, -0.08, -0.30], [0.15, 0.01, -0.06], [0.24, 0.71, 0.54], [1.91, -4.61, -3.98], [-0.94, 2.24, -0.73], [-1.34, -0.09, 1.67], [0.96, 1.53, 0.85], [-0.12, -0.28, 0.22], [-0.75, 0.85, 0.00], [-0.21, -0.18, 0.97], [0.86, 0.03, 0.71], [-0.14, -0.06, 0.08], [-0.31, -0.45, -0.29], [-0.24, 0.44, 0.14], [-0.68, -0.29, -0.74], [-0.45, 0.13, -2.03], [1.58, 0.08, 1.69], [-0.15, -1.34, 1.51], [0.34, 0.71, 0.69], [0.11, -0.02, 0.01], [-0.02, 0.04, 0.18], [0.15, 0.09, -0.21], [-0.55, 0.63, -0.70], [0.57, 0.06, 0.14], [-0.87, -0.20, -0.49], [-0.03, -0.14, -0.03], [0.44, -0.26, -2.41], [-0.89, 0.52, 1.54], [0.08, 0.17, -0.47], [-2.80, 1.82, 4.36], [1.23, -2.25, -4.54], [1.15, 0.49, 0.36], [-0.41, 0.55, 0.23], [0.30, -1.25, 0.36], [0.31, -0.30, 0.36], [0.11, 0.35, -0.22], [0.61, -0.03, 0.19], [-0.11, 0.20, 0.22], [-0.13, -0.10, -1.61], [-0.41, -1.49, 0.82], [0.73, 0.41, 0.04], [-1.10, 0.02, -0.69], [0.53, 0.64, 0.30], [0.13, -0.03, 0.07], [-0.13, 0.45, 0.43], [0.33, -0.33, 0.25], [-0.29, -0.19, -0.09], [-0.01, 0.66, 0.49], [-0.07, 0.01, 0.11], [0.36, -0.01, -0.11], [-0.40, -0.19, -0.77], [-0.14, 0.18, 0.35], [0.52, -0.82, 0.35], [0.21, 3.13, -1.19], [-0.57, -2.29, 0.28], [0.42, 0.00, -0.39], [0.05, 0.21, 0.52], [-0.14, 0.22, 0.13], [-0.20, 0.12, -0.14], [-0.18, -0.44, 0.29], [0.34, -0.45, 0.48], [0.27, 0.32, 0.05]]
}

***

DFT total energy across the listed records, respectively: -634.130371, -362.416948, -832.323864, -2484.881322 Ha.
Energy above the lowest of the compared OMol25 structures with the same formula, charge and spin across the listed records, respectively: 600.1, 281.7, 320.4, 1026.2 kJ/mol.
Largest force on an atom across the listed records, respectively: 5.4, 1.1, 3.6, 6.4 eV Å⁻¹.